ORCA calculation (the ωB97M-V functional and the def2-TZVPD basis) on a molecular structure, C31H57MgN2O2P2S in a non-equilibrium geometry.

Values from the calculation:
E: -75000.56615 eV

The geometry in ORCA input format:
```
! wB97M-V def2-TZVPD RIJCOSX def2/J DEFGRID3
* xyz 1 1
Mg -0.2311 -0.0639 -0.0284
H 2.4552 -3.3950 -1.1267
H 3.8614 -2.1199 -2.6651
H -0.9034 -4.6126 1.9697
S -1.9961 0.5998 2.8076
C 3.0993 -1.3557 -2.7370
H -3.6431 3.2742 -0.2077
H 0.8223 -3.4895 -2.7476
H 0.0467 0.6608 4.0874
C -0.3831 -3.8103 2.5094
H -2.2000 2.8182 -2.7637
H 0.9268 -5.3770 -0.9734
H -1.2162 4.3238 -2.8490
H 0.1253 2.4189 -3.2170
C 2.0066 0.5073 -3.8092
H -2.1635 -1.1142 -5.8059
C 2.1486 -2.4359 -0.6584
C -0.7089 1.3969 3.7879
H -4.3687 -0.4342 -3.8880
H 2.3311 5.3360 -2.0047
H -0.1501 -4.1848 3.5184
C -1.9664 -3.4597 -0.6529
H -2.2419 -1.9127 -4.2100
C -0.2040 -3.2602 -2.4322
C -0.4666 -3.6742 -0.9742
C -1.4730 4.8415 -0.0294
N -1.7744 -0.2109 -1.5791
H -2.4939 2.4413 0.8725
C 1.8769 -4.5929 1.6882
C 3.0064 -0.4651 -3.8082
H -2.5494 -4.1623 -1.2602
H -1.1901 4.6536 1.0149
C 0.9353 -3.3923 1.8338
H -0.5303 1.2636 -4.9329
H 1.2449 4.2423 -2.8767
H -1.0569 -2.9473 2.6092
H -3.2032 -1.3030 3.6057
H 2.6602 4.9451 0.5961
H 2.1530 -4.9402 2.6958
H -4.1377 1.2791 -3.3445
H 2.5723 -1.9853 2.3084
C 2.1470 -1.2959 -1.7173
P 0.1419 2.5362 -0.7333
C 1.6219 3.7215 -0.7865
C -1.9786 3.7775 -2.2741
H -0.7772 5.5615 -0.4738
H -0.2573 2.2043 3.2032
H -2.8689 1.7517 -0.7184
C -2.7047 2.6899 -0.1768
C -1.6135 1.4050 -4.8822
H 1.4117 -5.4381 1.1738
C -2.3551 0.2803 -4.1360
C -3.8748 0.5247 -4.1297
H 3.6919 -0.5429 -4.6520
C 2.8842 2.8880 -1.0799
O 2.3530 1.0122 1.9952
P 0.5309 -2.5519 0.1981
H -0.3885 -2.1893 -2.5758
H -0.6949 -5.7244 -1.5827
C 1.7451 4.3483 0.6016
C -0.1360 -5.1635 -0.8166
C 1.4086 4.7450 -1.9133
H -2.9102 4.3721 -2.2890
H 2.9145 2.5590 -2.1231
H -1.8094 2.4211 -4.5398
H 1.8785 1.2415 -4.6065
H -0.4414 -5.5630 0.1565
N 1.2559 -0.2850 -1.6514
H 2.8026 -4.3367 1.1606
C -1.5843 3.5317 -0.8211
C 1.6198 -2.3365 2.7235
H -0.7618 -1.0423 -4.7255
H 1.8271 -2.7920 3.7032
H -1.6072 -1.1349 4.4386
H -4.2359 0.8910 -5.0998
H -0.8928 -3.8078 -3.0941
C -2.1050 0.0622 -2.6866
H 3.7563 3.5224 -0.9197
C 1.2631 0.7301 -2.5965
H 2.9384 -2.1973 0.0760
H -1.9685 1.3722 -5.9174
C -1.8658 -1.0320 -4.7572
H -2.9945 -0.0715 4.8861
H -1.1819 1.8352 4.6729
C 0.6213 1.9895 -2.3501
H -2.2773 -2.4396 -0.8904
H 2.9437 2.0279 -0.4066
C -2.4937 -0.6024 4.0646
H 0.9101 5.0116 0.8352
O -1.2321 -0.2775 1.7752
C 1.5272 0.8566 1.2069
H -2.1929 -3.6613 0.3970
H -2.4611 5.3282 -0.0078
H 0.5811 5.4416 -1.7300
H 1.8317 3.5650 1.3622
H 0.9658 -1.4728 2.8877
*
```

Electronic structure analysis, Mulliken charges in units of e: number 1, Mg, carries 4.972; number 2, H, carries 0.620; number 3, H, carries 0.568; number 4, H, carries 0.272; number 5, S, carries 0.403; number 6, C, carries -0.923; number 7, H, carries 0.589; number 8, H, carries 0.259; number 9, H, carries 0.235; number 10, C, carries -1.746; number 11, H, carries -0.299; number 12, H, carries 0.345; number 13, H, carries 0.229; number 14, H, carries 0.712; number 15, C, carries -1.049; number 16, H, carries 0.510; number 17, C, carries -1.579; number 18, C, carries -0.725; number 19, H, carries 0.379; number 20, H, carries 0.521; number 21, H, carries 0.523; number 22, C, carries -1.487; number 23, H, carries 0.352; number 24, C, carries -1.663; number 25, C, carries 2.187; number 26, C, carries -1.907; number 27, N, carries -0.575; number 28, H, carries 0.183; number 29, C, carries -1.664; number 30, C, carries -1.183; number 31, H, carries 0.558; number 32, H, carries 0.266; number 33, C, carries 2.425; number 34, H, carries 0.280; number 35, H, carries 0.092; number 36, H, carries 0.161; number 37, H, carries 0.384; number 38, H, carries 0.534; number 39, H, carries 0.531; number 40, H, carries 0.247; number 41, H, carries 0.303; number 42, C, carries -0.193; number 43, P, carries 0.894; number 44, C, carries 1.554; number 45, C, carries -1.357; number 46, H, carries 0.306; number 47, H, carries 0.054; number 48, H, carries 0.145; number 49, C, carries -1.676; number 50, C, carries -1.578; number 51, H, carries 0.320; number 52, C, carries 2.348; number 53, C, carries -1.561; number 54, H, carries 0.434; number 55, C, carries -1.476; number 56, O, carries -0.342; number 57, P, carries -0.776; number 58, H, carries -0.118; number 59, H, carries 0.504; number 60, C, carries -1.522; number 61, C, carries -1.932; number 62, C, carries -1.414; number 63, H, carries 0.617; number 64, H, carries 0.246; number 65, H, carries 0.285; number 66, H, carries 0.535; number 67, H, carries 0.366; number 68, N, carries 0.939; number 69, H, carries 0.293; number 70, C, carries 2.208; number 71, C, carries -1.823; number 72, H, carries 0.272; number 73, H, carries 0.646; number 74, H, carries 0.289; number 75, H, carries 0.428; number 76, H, carries 0.676; number 77, C, carries -0.667; number 78, H, carries 0.703; number 79, C, carries -0.743; number 80, H, carries 0.769; number 81, H, carries 0.615; number 82, C, carries -1.712; number 83, H, carries 0.472; number 84, H, carries 0.550; number 85, C, carries -0.986; number 86, H, carries 0.065; number 87, H, carries 0.090; number 88, C, carries -1.032; number 89, H, carries 0.289; number 90, O, carries -1.791; number 91, C, carries -0.312; number 92, H, carries 0.251; number 93, H, carries 0.528; number 94, H, carries 0.243; number 95, H, carries 0.122; number 96, H, carries 0.113

ORCA calculation (the ωB97M-V functional and the def2-TZVPD basis) on 2 unconnected molecules or ions with the total composition C6H10O.

Values from the calculation:
E: -8428.90023 eV

The geometry in ORCA input format:
```
! wB97M-V def2-TZVPD RIJCOSX def2/J DEFGRID3
* xyz 0 1
H -1.9474 -0.3385 1.0268
H -1.3493 -2.7026 1.7978
H -1.8334 -0.5311 -0.7274
H 3.1163 0.2096 -1.2585
H -1.9497 -3.1393 1.8604
H 2.7750 0.3519 0.4752
C -1.4291 0.0212 0.1330
O 0.4001 -1.1293 1.1441
H 0.8372 1.2592 -0.8569
C 2.4636 -0.1373 -0.4520
H 2.6112 -1.2122 -0.3224
H -1.9803 3.6881 -0.3297
C 1.0092 0.1811 -0.7640
C -1.6554 1.4553 -0.0593
H 0.7083 -0.2465 -1.7317
C 0.0499 -0.3681 0.2695
C -1.8263 2.6384 -0.2050
*
```

Electronic structure analysis, Mulliken charges in units of e: number 1, H, carries 0.277; number 2, H, carries -0.255; number 3, H, carries 0.284; number 4, H, carries 0.373; number 5, H, carries 0.236; number 6, H, carries 0.299; number 7, C, carries -0.627; number 8, O, carries -0.525; number 9, H, carries 0.320; number 10, C, carries -1.178; number 11, H, carries 0.295; number 12, H, carries 0.404; number 13, C, carries -0.316; number 14, C, carries -0.488; number 15, H, carries 0.289; number 16, C, carries 0.527; number 17, C, carries 0.084

Calculated molar mass in order - 608.13 98.14 g/mol
Calculated energy relative to the best compared isomer or geometry (same formula, charge and spin) in order - 1.092 2.340 eV
Calculated LUMO in order - -1.994 0.889 eV